<i>
ORCA calculation (wB97M-V/def2-TZVPD) on a cluster of 2 separate species, C6H15N2 in total.

## Properties
Frontier orbital gap in eV: 6.23

Structure (ORCA input):
```
! RIJCOSX wB97M-V def2-TZVPD def2/J DEFGRID3
* xyz 1 1
H 1.927 -0.625 -1.237
H -0.113 1.809 3.615
C -1.032 -1.393 -1.355
H 1.387 1.927 2.641
H 2.462 -1.488 -2.622
H -1.464 1.811 0.372
C -0.411 1.537 0.581
C 0.178 0.724 -0.560
H -0.637 0.255 -2.668
C -2.041 -1.953 -0.644
H 3.284 -1.530 -1.180
C -0.822 0.185 -1.564
N 2.368 -1.463 -1.619
H 0.946 0.418 3.575
H -2.749 -1.205 -0.205
H -2.184 -3.008 -0.531
H 0.036 2.541 0.785
C 0.502 1.260 2.982
H -0.426 -0.117 1.641
N -0.373 0.801 1.922
H 1.164 0.894 -1.004
H -1.878 0.680 -1.437
H -0.124 -2.061 -1.490
*
```

***

<ii>
ORCA calculation (wB97M-V/def2-TZVPD) on the ion C6H15N2 with charge +1.

## Properties
SMILES: C[NH2+][C@]1(N)CC1(C)C
Frontier orbital gap in eV: 9.33

Structure (ORCA input):
```
! RIJCOSX wB97M-V def2-TZVPD def2/J DEFGRID3
* xyz 1 1
N -0.924 -1.747 -0.060
C 2.392 -0.780 -0.442
H 0.556 2.079 0.039
H 2.324 -1.820 -0.088
H 2.641 -0.638 -1.454
H -3.238 1.324 0.032
H -1.397 0.605 -1.473
H -3.147 -0.379 -0.681
H 3.255 -0.368 0.123
N -1.365 0.573 -0.415
H 2.344 1.887 -0.089
H -2.944 -0.151 0.998
C 0.721 -0.081 1.466
C 1.302 1.461 -0.421
H 1.277 1.445 -1.459
H 0.299 0.738 1.900
H 0.991 -0.883 2.106
C 1.156 -0.007 0.029
H -0.652 -2.647 -0.499
H -0.900 1.531 -0.203
C -0.310 -0.534 -0.058
H -1.627 -1.909 0.629
C -2.751 0.299 0.021
*
```

***

<iii>
ORCA calculation (wB97M-V/def2-TZVPD) on a cluster of 2 separate species, C6H15N2 in total.

## Properties
Frontier orbital gap (alpha / beta) in eV: 7.11 / 10.20

Structure (ORCA input):
```
! RIJCOSX wB97M-V def2-TZVPD def2/J DEFGRID3
* xyz 1 1
H -0.262 1.854 1.768
H 0.509 -1.072 1.812
N -1.774 -1.296 -0.714
H -1.534 -1.905 -1.542
H -0.479 -2.189 1.675
C -0.224 0.701 -0.036
H -1.913 2.038 0.472
H -2.124 1.038 -1.026
C -1.406 1.628 -0.394
C 0.521 1.615 0.960
H -1.176 2.582 -0.910
H 3.443 -0.749 0.029
H 0.946 2.433 0.504
H 2.616 0.735 -0.898
C -0.539 -0.754 0.073
H 1.464 1.071 1.334
C 0.131 -1.626 1.011
H -2.497 -0.615 -0.966
H -2.293 -1.990 -0.202
H 2.564 -0.678 -1.764
N 0.275 -0.218 -0.989
H 0.856 -2.333 0.621
C 2.895 -0.268 -0.818
*
```

***

<iv>
ORCA calculation (wB97M-V/def2-TZVPD) on a cluster of 3 separate species, C6H15N2 in total.

## Properties
Frontier orbital gap in eV: 10.17

Structure (ORCA input):
```
! RIJCOSX wB97M-V def2-TZVPD def2/J DEFGRID3
* xyz 1 1
H -2.231 1.188 -2.388
H -1.505 -0.432 1.372
C -2.061 0.478 1.242
N -0.184 -2.811 -0.481
H 1.770 2.683 0.450
H 0.274 -3.767 -0.673
C 1.257 1.990 -0.306
C 2.245 -0.165 0.861
H -1.604 1.290 1.765
H -0.463 -2.577 0.421
H 0.147 2.383 -0.359
C 1.338 0.492 -0.091
H 1.629 2.282 -1.318
H 1.473 -0.411 1.656
N 0.632 -0.234 -0.904
H -1.163 -2.956 -0.784
H 3.036 0.535 1.240
H 0.374 -1.327 -0.764
H 2.729 -1.055 0.372
C -2.213 0.884 -0.201
C -2.257 1.038 -1.393
H -0.174 0.112 -1.354
H -3.050 0.379 1.638
*
```

***

Quick ranking, most stable first: <iv>, <ii>, <i>, <iii>.

***

<i>
ORCA calculation (wB97M-V/def2-TZVPD) on an isolated molecule of C4H8OS.

## Properties
SMILES: CC(=O)[C@@H](C)S
Frontier orbital gap in eV: 9.91

Structure (ORCA input):
```
! RIJCOSX wB97M-V def2-TZVPD def2/J DEFGRID3
* xyz 0 1
H 2.171 -1.028 1.529
C 1.978 -0.803 0.484
H 1.537 -1.688 0.078
S -1.218 -1.102 -0.370
H -0.533 0.096 1.598
H -1.485 -1.702 0.751
C 1.057 0.279 0.045
H 2.865 -0.538 -0.095
H -2.362 1.535 0.563
O 1.508 1.022 -0.804
C -0.469 0.306 0.509
H -1.012 2.473 0.887
H -1.291 1.904 -0.787
C -1.310 1.619 0.267
*
```

***

<ii>
ORCA calculation (wB97M-V/def2-TZVPD) on an isolated molecule of C4H8OS.

## Properties
SMILES: CO/C=C/SC
Frontier orbital gap in eV: 9.40

Structure (ORCA input):
```
! RIJCOSX wB97M-V def2-TZVPD def2/J DEFGRID3
* xyz 0 1
H 2.604 -0.175 -1.026
C -2.145 -1.073 0.847
H -2.860 -1.731 1.399
H 3.092 1.314 -1.815
H -2.665 -0.145 0.553
S 1.276 1.703 -0.341
H 0.640 0.216 2.003
H -1.782 -1.600 -0.041
C -0.048 0.600 0.036
H 1.667 0.459 -2.360
C 2.238 0.706 -1.505
H -0.798 0.447 -0.738
O -1.094 -0.762 1.738
C -0.123 0.041 1.250
*
```

***

Quick ranking, most stable first: <i>, <ii>.

***

<i>
ORCA calculation (wB97M-V/def2-TZVPD) on a cluster of 2 separate species, C4H11NS in total.

## Properties
SMILES: C/C=C/N.CS
Frontier orbital gap in eV: 9.03

Structure (ORCA input):
```
! RIJCOSX wB97M-V def2-TZVPD def2/J DEFGRID3
* xyz 0 1
H -2.884 -1.024 -0.814
C -0.761 -1.069 -1.075
H 0.587 1.681 -1.837
H -1.472 0.888 -0.923
H -2.281 -2.439 -1.711
H 0.116 -1.682 -1.240
N 0.628 0.935 -1.155
H 2.798 0.791 1.881
H 1.370 0.285 -1.397
C -2.077 -1.748 -0.892
H 0.693 1.514 0.438
S 0.805 2.188 1.681
C 1.834 0.848 2.386
H 1.333 -0.106 2.273
C -0.608 0.244 -1.038
H -2.079 -2.391 -0.006
H 1.998 1.086 3.428
*
```

***

<ii>
ORCA calculation (wB97M-V/def2-TZVPD) on an isolated molecule of C4H11NS.

## Properties
SMILES: CNCCCS
Frontier orbital gap in eV: 9.36

Structure (ORCA input):
```
! RIJCOSX wB97M-V def2-TZVPD def2/J DEFGRID3
* xyz 0 1
S 2.484 -0.740 -0.851
H 0.910 1.733 -1.200
H 0.912 -0.222 -2.719
H -2.526 0.163 1.844
N -0.843 -0.426 0.754
C 0.228 0.897 -1.037
C 0.879 -0.341 -1.651
H -1.039 0.009 2.825
C -0.085 0.781 0.454
C -1.608 -0.406 1.974
H -0.736 1.598 0.746
H 0.274 -1.224 -1.474
H -1.801 -1.409 2.330
H 0.858 0.814 1.020
H -0.373 -1.290 0.543
H 3.170 -0.989 -1.973
H -0.703 1.051 -1.585
*
```

***

<iii>
ORCA calculation (wB97M-V/def2-TZVPD) on an isolated molecule of C4H11NS.

## Properties
SMILES: CCSCNC
Frontier orbital gap in eV: 9.59

Structure (ORCA input):
```
! RIJCOSX wB97M-V def2-TZVPD def2/J DEFGRID3
* xyz 0 1
H -0.204 -3.148 -1.805
H -0.185 1.691 2.848
H -0.604 -2.841 -0.236
H 1.678 1.252 -0.379
H 1.070 -1.151 -0.659
H 0.727 -0.940 -2.215
C 0.165 -1.062 -1.285
H 0.374 2.260 0.315
C -0.150 0.711 2.348
H -0.089 -0.030 3.143
N 1.005 0.547 1.428
H 1.766 1.068 1.845
H -1.087 0.643 1.808
H -1.677 -2.254 -1.502
C -0.629 -2.328 -1.202
S -0.564 0.536 -0.893
C 0.728 1.227 0.163
*
```

***

Quick ranking, most stable first: <ii>, <iii>, <i>.

***

<i>
ORCA calculation (wB97M-V/def2-TZVPD) on a cluster of 2 separate species, C4H11NS in total.

## Properties
SMILES: C=CN.CSC
Frontier orbital gap in eV: 9.27

Structure (ORCA input):
```
! RIJCOSX wB97M-V def2-TZVPD def2/J DEFGRID3
* xyz 0 1
C 0.719 -1.435 -0.979
H 1.093 -1.671 -1.911
N 0.102 1.015 0.944
H 1.059 0.821 1.087
H -1.751 -1.000 0.614
H -0.443 1.110 1.773
H -1.299 -2.472 1.641
H 0.155 3.009 -1.987
H 0.703 1.150 -1.577
C 0.318 2.141 -1.284
C -1.000 -1.632 1.065
C -0.059 2.117 0.037
H 0.095 -0.563 -0.824
H -0.763 2.818 0.349
H -0.157 -1.228 1.625
H 1.523 -1.320 -0.322
S -0.295 -2.857 -0.248
*
```

***

<ii>
ORCA calculation (wB97M-V/def2-TZVPD) on a structure of composition C4H11NS.

## Properties
Frontier orbital gap in eV: 8.88

Structure (ORCA input):
```
! RIJCOSX wB97M-V def2-TZVPD def2/J DEFGRID3
* xyz 0 1
H -0.123 1.621 -0.244
S -3.346 -0.292 -0.010
H 2.742 -0.829 0.969
H -3.665 1.204 0.841
N 0.821 -0.150 -0.296
H -1.451 1.008 -1.058
C -0.447 -0.376 0.453
H 1.917 1.536 -0.556
H -0.456 0.040 1.552
H 1.238 1.122 1.199
C 1.852 -1.038 -0.062
C 1.027 1.230 -0.008
H -0.675 -1.408 0.534
H 2.554 -1.019 -1.160
H 1.137 -2.108 -0.042
C -1.613 0.031 -0.537
H -1.511 -0.571 -1.575
*
```

***

Quick ranking, most stable first: <i>, <ii>.